No. 1
Computed, not measured: a molecular structure, C22H18FNO3Zn in a non-equilibrium geometry, with wB97M-V/def2-TZVPD.

E_HOMO = -8.57 eV
Multiplicity = 1
Frontier orbital gap = 8.14 eV

```
46
Properties=species:S:1:pos:R:3:lowdin_charge:R:1
C 1.0419 -4.1762 0.1611 -0.083
C 3.3792 -0.9025 -0.4701 0.009
H -0.9822 -1.2239 -1.3402 0.105
C -3.6869 -0.4814 0.9622 -0.124
H 1.7229 -4.9763 0.5107 0.115
C 4.1744 1.6878 0.1055 -0.080
C -0.0675 -4.4323 -0.6515 -0.092
C -0.4480 -2.0568 -0.9128 -0.013
H -5.1880 -2.0745 0.9713 0.125
H 2.2827 1.9479 1.1002 0.114
H 0.7629 6.0301 0.5030 0.100
H -0.2767 -5.4729 -0.9227 0.102
C -3.3363 0.7423 0.4260 -0.289
F -6.5360 -1.2791 -1.0746 0.014
C -4.8501 -1.1220 0.5374 -0.031
C 0.7917 5.1923 -0.2135 -0.027
H -6.0568 1.3336 -1.4297 0.096
H 0.3249 5.5156 -1.1832 0.116
H 6.1326 1.0085 -0.2815 0.101
H 4.5975 2.7208 0.2492 0.116
Zn -1.5405 1.4113 0.8143 0.746
H 5.4659 -1.1453 -1.0701 0.098
C 2.8904 1.2733 0.4889 -0.029
C -5.3771 0.8514 -0.7673 -0.009
C -0.7979 -3.3848 -1.2130 -0.068
H 1.8308 4.8993 -0.4117 0.093
O 0.0744 0.4743 -0.4881 -0.092
O -0.5829 0.2821 2.1338 -0.094
N -0.5657 3.1583 0.7558 0.167
C 4.7255 -0.4920 -0.6799 -0.070
H -1.5769 -3.5643 -1.9707 0.109
C 5.0972 0.7461 -0.3167 -0.126
H -3.8913 2.4252 -0.7635 0.078
H 3.0462 -1.8862 -0.8381 0.117
C 0.5991 -1.8176 -0.0179 -0.136
C 0.6110 -0.1065 1.8408 -0.581
O 1.4602 -0.4752 2.6585 0.060
C -5.5976 -0.4940 -0.4193 -0.260
C 0.9499 -0.3592 0.3474 -0.282
C 1.2891 -2.8920 0.5691 -0.053
C 2.4556 -0.0325 0.1336 -0.122
H -2.9856 -0.9754 1.7035 0.118
H 0.6560 1.2213 -0.8201 0.125
H 2.0916 -2.6463 1.2529 0.121
C 0.0555 4.0840 0.3943 -0.130
C -4.1652 1.4640 -0.3636 -0.153
```

No. 2
Computed, not measured: C22H18N2O4 in the gas phase in a non-equilibrium geometry, with wB97M-V/def2-TZVPD.

E_HOMO = -7.95 eV
Structure (SMILES) = CCOC(=O)c1cc(C(=O)/C=C/c2ccc(C#N)cc2)n2ccc(OC)cc12
Multiplicity = 1
Frontier orbital gap = 6.77 eV
Energy relative to the best compared isomer or geometry (same formula, charge and spin) = 301.6 kJ/mol

```
46
Properties=species:S:1:pos:R:3:lowdin_charge:R:1
C 1.5498 1.8603 0.8010 -0.058
O 1.2155 3.7205 2.3655 -0.025
H 1.4698 3.9417 4.4258 0.117
H 5.0854 -1.7852 1.9395 0.090
N -6.3200 -5.9880 -2.3744 0.162
C 2.0189 2.6443 1.9869 -0.372
C 4.3827 -2.5859 1.7159 -0.067
H -4.1613 -4.5345 -0.0799 0.123
C -5.6033 -5.0916 -2.1878 -0.167
H 2.5871 -2.4917 -1.8483 0.118
C -2.0279 -0.6441 -1.4860 -0.003
H -5.1825 -3.1258 -3.9297 0.134
H 1.4053 6.4655 2.7130 0.076
C 1.6896 4.4768 3.5097 -0.230
C -4.6111 -2.9831 -2.9925 -0.027
H -3.6920 -1.1512 -3.6267 0.101
C -0.8476 1.5308 -2.0015 -0.364
C 2.3942 -1.6207 -1.2183 0.026
H -2.3489 0.6487 -3.2171 0.106
C -4.0503 -3.7720 -0.8563 -0.017
O 3.0899 2.3281 2.5189 0.067
H -2.5332 -2.6805 0.2230 0.112
H 1.4386 6.3754 4.4518 0.074
O -0.8263 2.6108 -2.5729 0.099
H -0.0585 5.8487 3.5050 0.087
C 2.9624 -0.2996 0.7436 0.073
C 1.9412 0.6300 0.3307 -0.130
H 4.8445 -3.5704 1.8799 0.098
C 1.4344 -0.7099 -1.6160 -0.002
H 3.5338 -2.4991 2.3732 0.088
C 0.4018 2.3146 -0.0203 0.094
H 2.7905 4.6804 3.4264 0.132
C -2.9851 -1.7385 -1.7040 -0.203
C 1.0574 5.8668 3.5673 -0.083
C -3.7545 -1.8939 -2.8718 -0.002
C 0.2230 1.3798 -1.0196 -0.169
C 3.1476 -1.4413 0.0135 -0.257
C -1.8172 0.4513 -2.3054 0.024
H 0.8683 -0.7991 -2.5379 0.129
H -0.1511 3.2205 0.1145 0.121
C -4.7846 -3.9281 -2.0104 -0.257
O 3.9669 -2.5094 0.3439 -0.093
H -1.4161 -0.7555 -0.5925 0.116
N 1.1643 0.3870 -0.7953 0.026
H 3.5862 -0.0410 1.6254 0.127
C -3.0776 -2.7416 -0.7099 0.006
```

No. 3
Computed, not measured: a molecular structure, C22H19AsMoO5S, with wB97M-V/def2-TZVPD.

E_HOMO (alpha / beta) = -15.05 / -15.11 eV
⟨S²⟩ = 2.19
Multiplicity = 3
Charge = +2
Frontier orbital gap (alpha / beta) = 6.47 / 7.48 eV
Energy relative to the best compared isomer or geometry (same formula, charge and spin) = 10.4 kJ/mol

```
49
Properties=species:S:1:pos:R:3:lowdin_spin:R:1
H -5.2643 -1.2063 0.0986 0.000
C 0.2134 -5.8143 0.5980 -0.003
H -2.4726 -2.3632 2.8701 0.000
O 3.7335 -0.6392 1.5686 0.023
H 2.0850 0.1238 3.5901 0.000
O 1.6676 -0.9523 0.7453 0.087
H 1.2172 -3.5518 -1.7611 0.000
H -5.1774 -5.4759 -0.2688 -0.001
C 0.0786 2.1258 0.4736 0.011
H 1.6971 -3.2008 2.1202 -0.001
C 1.1727 -2.7422 4.1468 0.008
C 0.1410 -2.3982 5.0182 -0.016
H 0.0400 3.2635 -1.0377 0.000
C -2.6208 -3.3368 0.2370 -0.014
O 0.1523 3.2949 -0.0686 0.005
C 0.9029 -2.9244 2.8043 -0.006
C 0.9715 -6.8971 0.1833 -0.001
H 2.5521 -5.5008 -2.4766 0.000
H 0.8900 2.8360 2.3483 0.000
C -0.4161 -2.7625 2.3207 0.017
As -0.7361 -3.1379 0.4223 -0.018
C 0.1800 2.0978 1.9804 0.008
C -1.4503 -2.4353 3.2212 -0.003
C -3.3315 -2.1340 0.2585 0.004
S -2.5073 -0.5836 0.4507 -0.179
C 1.8960 -5.5841 -1.6213 0.000
H -1.9564 -1.9949 5.2533 0.001
H 2.3964 -7.6293 -1.2379 0.000
C 1.1447 -4.4882 -1.2229 0.000
O 0.5407 0.7702 2.3847 0.035
C -4.7120 -2.1366 0.0976 -0.028
H 2.1790 -2.8842 4.5182 0.001
H 0.9129 -7.8319 0.7239 0.000
H -0.4304 -5.8997 1.4653 0.000
H -0.8039 2.3286 2.3951 0.001
C 1.9768 0.5557 2.5974 0.006
Mo -0.2786 -0.7597 0.9835 2.044
H 0.3552 -2.2640 6.0709 -0.001
C 0.3096 -4.6220 -0.1187 -0.005
C 2.5683 -0.3999 1.5632 0.012
C -3.2740 -4.5400 0.0413 -0.005
C 1.8068 -6.7794 -0.9219 0.000
C -4.6583 -4.5407 -0.1106 -0.028
O -0.0882 1.0794 -0.1587 0.032
H 2.5030 1.5071 2.5610 0.000
H -6.4421 -3.3577 -0.2062 0.001
H -2.7183 -5.4680 -0.0092 0.000
C -1.1636 -2.2422 4.5607 0.009
C -5.3686 -3.3501 -0.0766 0.002
```

No. 4
Computed, not measured: a molecular structure, C22H19ClN2O3S in a non-equilibrium geometry, with wB97M-V/def2-TZVPD.

E_HOMO = -8.39 eV
Multiplicity = 1
Frontier orbital gap = 7.85 eV
Energy relative to the best compared isomer or geometry (same formula, charge and spin) = 1799.1 kJ/mol

```
48
Properties=species:S:1:pos:R:3:lowdin_charge:R:1
C 0.3229 1.4352 3.8000 0.064
C -0.6205 1.0589 1.4044 -0.269
H -0.2256 -0.4830 4.9086 0.014
C 2.6771 2.6028 -3.4129 -0.016
C 0.9638 -1.5061 -0.9436 -0.037
H 0.9430 1.8042 4.4792 0.031
C -0.2350 -2.8017 0.9640 -0.263
N -0.2663 -2.9159 2.3859 -0.104
H -2.0674 -3.5849 0.7115 0.110
C 1.9272 3.0757 -5.7446 -0.105
H 0.1251 3.3270 -7.3402 0.150
H 1.4100 1.7196 -0.0126 0.175
C 0.9913 -1.8533 0.6599 -0.612
O -1.7316 1.5708 -0.5176 0.158
O -2.7788 -2.6272 2.6606 -0.224
H 3.7544 2.5340 -3.6839 0.125
C 1.8568 2.7740 -4.4086 -0.199
H -2.0570 -2.8217 -1.9500 0.192
Cl 2.3213 -1.3643 1.4854 0.756
C 0.0602 1.6790 2.3590 -0.013
H 2.8293 2.1834 -1.3760 0.062
H 2.7545 2.4413 -6.3071 0.169
O -1.3002 -2.5575 4.6914 -0.321
H -1.0079 3.9930 -5.2048 0.220
C -0.3292 0.0138 4.0620 0.126
C -1.3582 -0.6160 2.9599 -0.221
H -1.9073 -0.4575 1.3005 0.090
N 0.3910 1.7452 -0.4040 0.145
H 0.6306 -2.8637 3.0132 0.138
C -0.2248 2.3661 -2.8814 0.024
C 0.4843 2.5462 -6.5075 -0.135
C -0.7828 1.5356 0.1722 -0.556
C -0.5576 2.6709 -5.4904 -0.182
C -1.1403 -0.0726 1.7419 -0.080
C -0.1338 -1.8277 -1.6728 -0.205
H 1.7671 -0.7588 -1.1938 0.095
C 0.7884 2.1704 -1.7554 -0.170
H 0.6196 1.6201 -6.8487 0.050
C -1.3932 -2.9402 0.1704 -0.018
H -0.0453 -1.3421 -2.6266 0.118
H -1.1918 2.2709 -2.5282 0.068
C 2.0693 2.4385 -2.0101 -0.034
H -1.4728 2.1218 -5.5509 0.090
C -0.9459 -2.6678 -1.1654 -0.137
H 1.9657 3.9244 -5.9646 -0.012
C 0.1759 2.6167 -4.1375 -0.105
S -1.6462 -2.1977 3.2723 0.648
H 0.7611 2.7788 2.1205 0.197
```

No. 5
Computed, not measured: C22H19ClN4O5 in the gas phase in a non-equilibrium geometry, with wB97M-V/def2-TZVPD.

E_HOMO = -7.88 eV
Structure (SMILES) = O=C(Nc1ccc(N2CCN(C(=O)c3ccco3)CC2)cc1)c1ccc([N+](=O)[O-])cc1Cl
Multiplicity = 1
Frontier orbital gap = 6.94 eV
Energy relative to the best compared isomer or geometry (same formula, charge and spin) = 178.3 kJ/mol

```
51
Properties=species:S:1:pos:R:3:lowdin_charge:R:1
H -3.3922 -0.0882 3.2505 0.120
O -1.1568 -2.6557 -0.0593 0.028
C 0.3121 -0.5910 3.3097 -0.129
H 0.4912 -1.6911 -2.4208 0.092
C -2.3693 -0.3965 3.4681 -0.098
H 2.0415 0.8533 1.8117 0.108
N -0.2108 0.7544 3.1786 -0.100
H 1.3660 -0.6374 3.0425 0.109
C 1.3121 2.9007 -2.7873 -0.471
C 1.7339 1.4575 -2.7093 -0.161
C -0.8033 2.7947 0.1336 -0.041
O -3.6397 -0.3557 1.0928 0.058
C 1.2070 -0.8908 -2.5364 0.006
H 3.7834 1.9327 -3.0481 0.131
C -2.1651 -1.7481 -0.0425 -0.178
N 2.9788 -2.5625 -2.5978 -0.356
H -2.0442 2.1703 1.7167 0.106
C -2.7734 -1.7189 -1.2743 -0.025
C 1.2206 1.3705 1.3411 -0.001
H -2.2900 -2.8894 -3.1046 0.110
C -0.5008 -1.5429 2.4034 -0.105
C 2.5574 -1.1834 -2.6654 -0.134
H -0.0342 -1.5754 1.4200 0.116
C 0.4425 2.7329 -0.4786 -0.300
C 3.5001 -0.1807 -2.8604 0.023
H -1.6035 3.3449 -0.3389 0.119
C -2.0900 -2.6514 -2.0802 -0.056
N -1.8477 -1.0321 2.2753 -0.036
C 1.4592 2.0250 0.1522 -0.018
O 1.5379 3.5715 -3.7717 0.091
H 2.4481 2.0012 -0.2793 0.118
H -3.6031 -1.0994 -1.5439 0.120
C -1.1205 -3.1917 -1.2870 -0.118
H 4.5394 -0.4435 -2.9821 0.122
N 0.6586 3.3843 -1.7074 0.129
C 3.0759 1.1331 -2.8906 0.002
H 0.2427 4.2998 -1.8263 0.165
C 0.7976 0.4304 -2.5651 -0.544
H -2.3825 -1.1382 4.2739 0.127
O 4.1520 -2.8012 -2.7750 0.095
C -2.5930 -0.9863 1.1397 -0.392
C -0.0391 1.3926 1.9525 -0.219
H -0.3630 -3.9283 -1.4765 0.123
H 0.2211 -0.8771 4.3601 0.123
H -1.9796 1.7594 3.6495 0.110
C -1.0443 2.1311 1.3183 -0.009
O 2.1314 -3.3959 -2.3560 0.078
H -0.5098 -2.5582 2.8193 0.131
H -1.2814 0.7847 4.9372 0.121
C -1.4869 0.8140 3.8613 -0.130
Cl -0.8864 0.7718 -2.4436 0.843
```

No. 6
Computed, not measured: a molecular structure, C22H19F3N2O3 in a non-equilibrium geometry, with wB97M-V/def2-TZVPD.

E_HOMO = -8.09 eV
Multiplicity = 1
Frontier orbital gap = 7.50 eV
Energy relative to the best compared isomer or geometry (same formula, charge and spin) = 2063.7 kJ/mol

```
49
Properties=species:S:1:pos:R:3:lowdin_charge:R:1
C -3.2390 1.4985 -0.2573 -0.034
H 6.4974 -1.2004 -0.1573 0.186
F 5.5817 -0.7855 -4.1004 -0.127
C 4.4167 -1.2878 0.3764 -0.304
H -4.0109 0.3057 3.5980 0.104
C -1.7197 3.7246 -0.3522 -0.127
C -0.9708 -0.2785 1.9620 -0.037
O -3.1095 -1.9774 -0.2751 0.165
C -3.1582 2.3085 -1.3311 -0.173
H 0.8665 -1.4469 -3.3959 0.093
H -1.0393 4.7670 -0.1608 0.187
C -1.4035 0.8842 2.8505 -0.276
C 1.2359 -1.4565 -1.4299 -0.117
H 4.9688 -1.3825 1.5978 0.204
C 0.4744 -1.6716 -2.5007 -0.026
N -2.5501 1.3891 2.3537 -0.099
C 5.3450 -1.5131 -0.4458 -0.061
O 0.3747 -1.2917 -0.1911 0.072
H 3.1287 -1.4218 -3.0716 0.106
H -4.7409 0.3571 1.5606 0.200
C -3.2054 -1.1384 2.0816 -0.342
F 6.0943 -2.6090 -3.4927 0.251
H -2.2554 4.1395 -2.2497 0.205
H -3.9609 0.5539 -0.1690 0.143
C -2.3781 3.2025 -1.3616 -0.192
C -3.7032 0.2418 2.5253 -0.040
C 3.6386 -1.3485 -2.1346 0.064
C -0.7341 -1.4768 -0.6682 -0.265
H -0.7351 1.8101 2.8856 0.133
H 2.4567 -1.3523 1.0960 0.068
F 7.2663 -1.1052 -2.6681 0.238
C -0.8120 -1.5406 -2.0328 -0.023
H -0.8634 4.4640 1.7831 0.176
H -2.9618 -1.7202 3.1960 0.183
H -1.7642 -1.7399 -2.8235 0.196
H -3.7960 -1.8771 1.7618 0.090
C 2.6453 -1.4524 -1.0070 0.052
O -1.2535 3.5141 2.1429 -0.048
H -0.3844 -1.1356 2.5796 0.162
H -3.5539 1.9307 -2.1630 0.099
C -1.8673 3.3239 0.8422 -0.217
H -0.3397 0.2842 1.0294 0.189
C -2.2039 -1.4731 0.1554 -0.441
N -2.1868 -1.1073 1.4191 -0.092
C 4.9993 -1.3611 -1.8382 -0.098
H -1.8048 0.4726 3.8699 0.152
C 3.2553 -1.3567 0.5148 0.020
C 6.1057 -1.5954 -2.8023 -0.564
C -2.6457 1.9313 0.8981 -0.034
```

No. 7
Computed, not measured: a molecular structure, C22H19F5MnN2OSSe in a non-equilibrium geometry, with wB97M-V/def2-TZVPD.

E_HOMO (alpha / beta) = -3.42 / -3.68 eV
⟨S²⟩ = 6.28
Multiplicity = 5
Charge = -1
Frontier orbital gap (alpha / beta) = 5.70 / 5.96 eV
Energy relative to the best compared isomer or geometry (same formula, charge and spin) = 17.6 kJ/mol

```
52
Properties=species:S:1:pos:R:3:lowdin_spin:R:1
C 0.3100 -1.0662 1.6248 0.008
H 2.1426 -2.2379 4.0946 0.000
C 1.1242 -1.9966 3.7743 0.000
F 2.4678 -0.6136 -1.4128 0.026
C -2.2079 -1.8766 -1.0502 0.006
H -2.2637 3.1143 -3.9831 0.000
C 4.8207 2.7530 -1.4620 0.000
H -1.4616 1.6003 2.0205 0.000
C -1.5923 -0.8174 -1.6941 -0.098
Se 0.5724 -1.8428 -3.5684 -0.104
H -0.8622 1.1680 -3.3013 0.004
H -1.6222 -2.7659 -0.8152 0.003
C -4.3284 -0.7450 -1.0037 0.009
C 2.6142 1.7379 -1.2710 0.006
C -4.0003 2.4208 -2.9220 -0.002
H 1.7729 -3.8660 2.0354 0.000
H -1.1583 0.6641 0.5559 0.001
Mn 0.3647 -0.6981 -1.7003 4.045
C -2.4126 0.2682 -2.1181 -0.003
N 1.1140 -1.9088 2.3345 0.002
C 4.6257 0.3597 -1.5918 0.001
F 2.9304 4.0896 -1.0858 0.001
H 0.5753 -0.7641 5.4604 0.000
C -0.6677 -0.3210 3.7471 0.000
H 0.4635 -2.8114 4.1096 0.000
H -4.0033 -2.6872 -0.1876 -0.001
H -2.4730 0.1757 1.6436 0.000
H 1.3990 0.1032 4.1534 0.000
C -1.8925 1.2819 -2.9532 0.004
C 0.6704 -0.6773 4.3783 0.000
H 2.9842 -2.6035 1.6800 0.000
C 1.9247 -2.8676 1.6194 0.000
H 1.6272 -2.8651 0.5711 0.000
N -0.5185 -0.2376 2.3131 0.002
C -1.4620 0.5939 1.5993 0.000
O 0.3736 -1.0545 0.3953 0.041
H -4.6028 3.2633 -3.2336 0.000
F 5.1922 -0.8546 -1.6931 0.000
H -5.3724 -0.7140 -0.7208 0.000
S 0.9270 1.8530 -1.0787 0.038
H -5.5869 1.4889 -1.8468 0.000
C -4.5468 1.4357 -2.1470 0.002
C 3.2634 0.4953 -1.4243 0.005
H -1.0245 0.6466 4.1121 0.000
H -1.4162 -1.0820 4.0140 0.000
C 3.4592 2.8667 -1.2699 0.002
C 5.4194 1.5038 -1.6279 0.001
C -2.6661 2.3381 -3.3467 0.004
C -3.7799 0.3253 -1.7389 -0.004
F 5.5945 3.8582 -1.4752 0.000
F 6.7549 1.4117 -1.8110 0.000
C -3.5637 -1.8410 -0.7036 -0.003
```

No. 8
Computed, not measured: a molecular structure, C22H19I2N5O2PtS2, with wB97M-V/def2-TZVPD.

E_HOMO (alpha / beta) = -12.62 / -13.85 eV
⟨S²⟩ = 6.08
Multiplicity = 5
Charge = +2
Frontier orbital gap (alpha / beta) = 6.96 / 5.40 eV
Energy relative to the best compared isomer or geometry (same formula, charge and spin) = 28.9 kJ/mol

```
53
Properties=species:S:1:pos:R:3:lowdin_spin:R:1
H -4.5384 -3.8978 -0.9031 0.000
H -2.6460 0.1935 -6.0233 0.004
N 0.2445 2.2196 0.2728 0.100
N 2.0452 0.1021 0.0601 0.097
I -1.3670 1.6682 4.6092 0.046
C -4.3591 -3.2047 1.1311 0.017
C -3.8948 0.3192 -4.2499 -0.029
C 1.0556 4.6889 1.1994 -0.003
C -2.6611 0.3127 -2.1731 0.039
C -0.6579 3.1373 0.6410 0.010
C -1.4971 0.2145 -4.2566 -0.040
H 3.0491 3.9341 0.9070 0.001
C 2.5736 -0.5269 1.2919 0.014
Pt -0.2516 0.0240 -0.0801 1.492
C -3.9085 -3.5131 -0.1133 0.005
C 1.6147 1.5809 4.9776 -0.014
C 0.5945 1.2015 4.1526 0.152
H -1.0556 5.1100 1.3599 0.001
N -2.1104 -2.6433 1.7561 0.016
S -0.1251 -2.4693 -0.0541 0.106
C 1.9875 3.7315 0.8341 0.007
S -2.6319 0.3441 -0.4787 0.490
H 4.2618 0.4367 3.1329 -0.002
I 4.4751 1.7958 5.8692 0.120
H 2.6010 1.6284 -1.2475 0.000
H 1.3786 5.6548 1.5645 0.000
C -2.6758 0.2363 -4.9436 0.068
H -0.5222 0.1820 -4.7168 -0.002
H -1.6984 2.8524 0.5741 0.007
H 2.3077 -0.4745 -0.7311 0.000
H 2.1532 -1.5326 1.3510 0.004
H 1.4095 2.0997 5.9042 -0.003
C -1.7090 -2.8407 0.4982 0.038
C 2.2355 0.2343 2.5457 0.104
O -0.3368 0.2288 -2.3098 0.308
C -3.8775 0.3658 -2.8842 0.042
C 2.5117 1.4781 -0.1702 0.008
H -2.2314 -3.6329 -1.2972 0.001
H 3.4981 1.6394 0.2669 0.002
H -4.8304 0.3570 -4.7904 -0.002
C -3.3823 -2.8367 2.0661 0.002
H -4.7902 0.4504 -2.3104 0.003
N -2.5976 -3.3570 -0.3941 0.022
H -5.4035 -3.2862 1.3895 0.001
O -0.1072 0.1145 2.1951 0.313
N -1.4839 0.2447 -2.8941 0.096
C 3.2272 0.6318 3.3891 0.017
C 0.8494 0.4836 2.9062 0.109
H 3.6591 -0.6180 1.2231 0.003
C 1.5471 2.5097 0.3586 0.008
C 2.9367 1.2839 4.6108 0.218
H -3.6407 -2.7140 3.1121 0.000
C -0.2937 4.3903 1.0941 0.005
```